#one
Density functional theory data (wB97M-V/def2-TZVPD) for a cluster of 2 separate species, C3H9N2S in total.

Geometry as XYZ:
```
15
Properties=species:S:1:pos:R:3:lowdin_charge:R:1
C 1.530 -0.014 -0.680 -0.067
C 0.903 1.292 -0.077 -0.090
C 0.015 -0.544 0.958 -0.200
N 0.662 -1.065 -0.053 0.070
N 0.117 0.790 1.022 0.073
S -2.560 -0.445 -0.340 0.556
H 1.465 -0.231 -1.805 0.159
H 2.496 -0.317 -0.432 0.100
H 1.778 1.852 0.100 0.122
H 0.415 1.667 -0.908 0.103
H -0.551 -1.176 1.665 0.165
H 0.746 -1.959 -0.529 0.178
H 0.016 1.212 1.942 0.177
H -3.590 -0.697 0.498 -0.174
H -3.442 -0.365 -1.360 -0.174
```

Properties
- LUMO level (eV) = -3.7
- HOMO-LUMO gap (eV) = 9.67
- HOMO (hartree) = -0.490
- net charge = +1

#two
Density functional theory data (wB97M-V/def2-TZVPD) for a cluster of 2 separate species, C3H9N2S in total.

Geometry as XYZ:
```
15
Properties=species:S:1:pos:R:3:lowdin_charge:R:1
C 0.279 1.285 -1.776 -0.740
C 1.570 0.660 -1.951 -0.104
C -0.108 -1.752 3.117 0.160
N -0.099 2.390 -2.213 0.126
N -1.069 -1.490 2.292 0.164
S -0.892 0.408 -0.574 0.655
H 1.196 -0.216 -2.451 0.073
H 2.133 1.098 -2.851 0.133
H 2.035 0.490 -1.028 0.064
H 0.358 -2.749 3.136 0.128
H 0.343 -0.838 3.690 0.171
H -0.900 2.907 -2.073 0.035
H -1.524 -0.638 2.460 0.103
H -1.384 -2.204 1.545 0.199
H -1.939 0.649 -1.324 -0.168
```

Properties
- LUMO level (eV) = -5.9
- HOMO-LUMO gap (eV) = 6.21
- HOMO (hartree) = -0.444
- net charge = +1

Winner for stability: #one

#one
Density functional theory data (wB97M-V/def2-TZVPD) for an isolated molecule of C3H7NOSi.

Geometry as XYZ:
```
13
Properties=species:S:1:pos:R:3:lowdin_charge:R:1
C -0.787 -2.386 1.766 -0.129
C -0.385 -1.192 1.084 -0.232
C -0.040 -0.217 0.450 -0.167
Si 1.167 1.090 -0.345 0.699
N -0.487 1.838 -1.323 -0.235
O -0.268 2.159 -2.683 -0.277
H -1.732 -2.841 1.184 0.131
H 0.080 -3.056 1.623 0.083
H -1.087 -2.362 2.803 0.066
H 2.428 0.765 -0.932 -0.102
H 1.922 2.052 0.604 -0.063
H -0.091 2.835 -1.032 0.064
H -0.719 1.316 -3.198 0.162
```

Properties
- LUMO level (eV) = 0.7
- HOMO-LUMO gap (eV) = 9.52
- HOMO (hartree) = -0.325
- SMILES string = CC#C[SiH2]NO
- net charge = 0

#two
Density functional theory data (wB97M-V/def2-TZVPD) for an isolated molecule of C3H7NOSi.

Geometry as XYZ:
```
13
Properties=species:S:1:pos:R:3:lowdin_charge:R:1
C -0.352 -1.215 -0.640 -0.060
C -1.072 0.076 -0.283 -0.265
C -1.873 -0.060 0.917 -0.199
N -2.563 -0.168 1.793 0.181
O 0.073 1.220 -0.103 -0.381
Si 1.703 1.053 0.309 0.558
H 0.303 -1.340 0.130 0.027
H -0.960 -2.076 -0.744 0.086
H 0.139 -1.118 -1.585 0.087
H -1.770 0.344 -1.085 0.145
H 1.910 2.569 0.588 -0.033
H 2.735 0.509 -0.720 -0.058
H 1.727 0.205 1.422 -0.088
```

Properties
- LUMO level (eV) = 0.7
- HOMO-LUMO gap (eV) = 11.74
- HOMO (hartree) = -0.405
- SMILES string = C[C@@H](C#N)O[SiH3]
- net charge = 0

Winner for stability: #two

#one
Density functional theory data (wB97M-V/def2-TZVPD) for a structure of composition C34H35ClF2N5PS2Zr.

Geometry as XYZ:
```
81
Properties=species:S:1:pos:R:3:lowdin_charge:R:1
Zr 0.961 0.241 -0.851 1.538
N 1.337 -1.965 -0.972 -0.107
C 2.018 -2.450 -2.216 -0.193
C 1.094 -2.379 -3.425 -0.174
C 0.639 -0.968 -3.774 -0.201
N -0.200 -0.396 -2.673 -0.129
H 1.888 -2.280 -0.179 0.085
H 0.422 -2.462 -0.903 0.012
H 2.327 -3.487 -2.081 0.134
H 2.913 -1.846 -2.382 0.115
H 0.218 -3.006 -3.250 0.092
H 1.620 -2.795 -4.284 0.134
H 0.066 -1.008 -4.701 0.132
H 1.501 -0.318 -3.944 0.111
H -0.856 -1.142 -2.366 -0.028
H -0.797 0.332 -3.058 0.093
F 6.085 -1.391 0.809 0.109
C 5.372 -0.555 0.061 -0.261
C 3.990 -0.608 0.134 -0.066
C 3.191 0.259 -0.608 -0.229
C 3.851 1.212 -1.417 -0.139
C 5.246 1.210 -1.489 -0.204
F 5.884 2.056 -2.305 0.099
C 6.027 0.331 -0.770 0.108
C 3.015 2.189 -2.141 -0.200
C 3.484 3.439 -2.540 0.035
C 2.641 4.307 -3.208 0.006
C 1.336 3.910 -3.478 -0.017
C 0.929 2.679 -3.022 -0.131
N 1.727 1.827 -2.358 -0.044
H 3.570 -1.339 0.817 0.096
H 7.105 0.341 -0.855 0.151
H 4.496 3.736 -2.322 0.126
H 2.996 5.282 -3.515 0.131
H 0.653 4.549 -4.018 0.125
H -0.090 2.357 -3.206 0.109
Cl -2.847 4.450 0.424 0.766
C -1.278 3.840 0.734 -0.641
C -0.554 4.231 1.851 -0.031
C 0.711 3.696 2.034 -0.017
C 1.194 2.775 1.125 -0.127
N 0.489 2.375 0.054 -0.104
C -0.719 2.923 -0.139 -0.252
H -0.969 4.950 2.544 0.130
H 1.318 3.994 2.877 0.124
H 2.189 2.358 1.224 0.113
H -1.275 2.636 -1.021 0.084
C 2.309 0.326 4.681 -0.061
C 1.534 -0.785 3.953 -0.173
C 1.365 -0.501 2.549 -0.113
N 1.233 -0.275 1.434 0.069
H 2.371 0.079 5.737 0.090
H 1.797 1.283 4.583 0.076
H 3.323 0.418 4.294 0.085
H 0.546 -0.918 4.398 0.131
H 2.063 -1.737 4.043 0.138
S -1.949 -2.932 -1.274 0.306
P -2.579 -1.648 0.110 0.192
S -1.502 0.103 0.184 0.340
C -4.303 -1.178 -0.200 -0.389
C -5.309 -2.076 0.145 -0.072
C -6.629 -1.758 -0.125 -0.054
C -6.946 -0.551 -0.734 -0.057
C -5.942 0.340 -1.082 -0.067
C -4.618 0.027 -0.820 -0.114
C -2.606 -2.348 1.778 -0.410
C -2.541 -3.723 1.968 -0.103
C -2.745 -4.247 3.237 -0.060
C -3.013 -3.401 4.303 -0.061
C -3.047 -2.024 4.115 -0.071
C -2.848 -1.493 2.853 -0.109
H -5.058 -3.016 0.623 0.113
H -7.414 -2.451 0.145 0.116
H -7.980 -0.304 -0.931 0.115
H -6.191 1.283 -1.552 0.110
H -3.828 0.722 -1.075 0.061
H -2.346 -4.378 1.128 0.079
H -2.713 -5.317 3.390 0.114
H -3.212 -3.817 5.282 0.114
H -3.251 -1.368 4.951 0.111
H -2.892 -0.422 2.692 0.090
```

Properties
- LUMO level (eV) = -6.5
- HOMO-LUMO gap (eV) = 6.65
- HOMO (hartree) = -0.483
- net charge = +2

#two
Density functional theory data (wB97M-V/def2-TZVPD) for a structure of composition C34H35ClF2N5PS2Zr.

Geometry as XYZ:
```
81
Properties=species:S:1:pos:R:3:lowdin_charge:R:1
Zr 0.767 0.038 -0.317 1.386
N 2.600 1.027 -1.518 -0.126
C 3.564 1.711 -0.612 -0.238
C 2.991 3.034 -0.108 -0.169
C 1.852 2.854 0.890 -0.218
N 0.671 2.246 0.221 -0.097
H 3.043 0.184 -1.882 0.032
H 2.465 1.621 -2.333 0.098
H 4.505 1.908 -1.128 0.131
H 3.781 1.046 0.225 0.075
H 2.641 3.626 -0.961 0.121
H 3.790 3.601 0.371 0.129
H 1.591 3.821 1.327 0.131
H 2.180 2.206 1.700 0.095
H 0.364 2.914 -0.482 0.101
H -0.114 2.155 0.900 0.046
F -2.481 -3.632 2.308 0.099
C -2.330 -2.833 1.251 -0.262
C -1.225 -1.998 1.199 -0.060
C -1.028 -1.147 0.120 -0.264
C -1.996 -1.131 -0.916 -0.161
C -3.091 -1.991 -0.818 -0.198
F -4.048 -2.005 -1.755 0.089
C -3.268 -2.855 0.244 0.102
C -1.816 -0.148 -2.003 -0.241
C -2.663 -0.015 -3.103 0.039
C -2.458 0.998 -4.022 0.005
C -1.370 1.849 -3.870 -0.019
C -0.552 1.647 -2.785 -0.137
N -0.762 0.699 -1.858 -0.099
H -0.532 -2.028 2.029 0.094
H -4.122 -3.518 0.275 0.149
H -3.488 -0.689 -3.253 0.121
H -3.141 1.121 -4.851 0.131
H -1.169 2.639 -4.578 0.123
H 0.311 2.286 -2.637 0.099
Cl -5.325 1.585 -0.023 0.736
C -4.070 1.475 1.147 -0.643
C -4.352 1.216 2.481 -0.052
C -3.291 1.121 3.366 -0.028
C -2.002 1.249 2.879 -0.133
N -1.727 1.502 1.600 0.021
C -2.751 1.639 0.758 -0.168
H -5.375 1.109 2.817 0.124
H -3.468 0.957 4.419 0.119
H -1.151 1.164 3.544 0.098
H -2.517 1.909 -0.264 0.102
C 2.462 -2.056 4.302 -0.060
C 1.770 -0.681 4.379 -0.166
C 1.347 -0.240 3.073 -0.152
N 1.037 0.097 2.021 0.072
H 2.876 -2.298 5.278 0.093
H 3.268 -2.048 3.571 0.072
H 1.747 -2.831 4.031 0.075
H 2.458 0.068 4.779 0.139
H 0.900 -0.731 5.037 0.137
S 2.823 -1.547 0.363 0.356
P 2.046 -2.762 -1.069 0.216
S 1.104 -1.618 -2.441 0.386
C 3.379 -3.727 -1.812 -0.386
C 4.055 -4.646 -1.011 -0.081
C 5.116 -5.356 -1.544 -0.054
C 5.498 -5.150 -2.865 -0.050
C 4.821 -4.235 -3.657 -0.058
C 3.757 -3.516 -3.133 -0.098
C 0.931 -3.973 -0.307 -0.396
C 1.023 -4.274 1.047 -0.129
C 0.228 -5.276 1.579 -0.065
C -0.650 -5.973 0.761 -0.054
C -0.728 -5.681 -0.595 -0.051
C 0.069 -4.685 -1.136 -0.077
H 3.748 -4.800 0.017 0.108
H 5.650 -6.066 -0.928 0.116
H 6.329 -5.705 -3.278 0.117
H 5.122 -4.074 -4.683 0.115
H 3.217 -2.803 -3.742 0.070
H 1.729 -3.738 1.670 0.065
H 0.299 -5.526 2.630 0.116
H -1.267 -6.757 1.178 0.119
H -1.392 -6.247 -1.234 0.117
H 0.041 -4.467 -2.197 0.106
```

Properties
- LUMO level (eV) = -6.1
- HOMO-LUMO gap (eV) = 7.53
- HOMO (hartree) = -0.502
- net charge = +2

Winner for stability: #two

#one
Density functional theory data (wB97M-V/def2-TZVPD) for a structure of composition C23H33Cl5N4O3PTc.

Geometry as XYZ:
```
70
Properties=species:S:1:pos:R:3:lowdin_charge:R:1
Tc -0.215 0.075 -0.070 1.276
Cl 4.987 -4.517 -1.800 0.717
C 4.028 -3.248 -1.159 -0.702
C 2.672 -3.189 -1.454 -0.704
Cl 1.917 -4.360 -2.453 0.724
C 1.929 -2.150 -0.919 -0.537
Cl 0.214 -2.012 -1.253 0.767
C 2.459 -1.159 -0.098 -0.451
O 1.691 -0.205 0.395 -0.298
C 3.829 -1.236 0.188 -0.613
Cl 4.504 -0.028 1.195 0.758
C 4.600 -2.266 -0.338 -0.685
Cl 6.272 -2.337 0.022 0.729
C -0.820 1.548 3.903 0.020
O -0.811 0.420 2.976 -0.011
C -0.545 0.686 1.751 -0.566
O -0.343 1.782 1.214 -0.038
H -0.747 1.107 4.890 0.103
H -1.756 2.089 3.787 0.101
H 0.027 2.195 3.695 0.104
N -1.851 0.216 -0.729 -0.332
P -3.366 0.506 -1.227 0.632
N -3.753 2.086 -1.006 -0.182
C -3.749 2.534 0.399 -0.207
C -4.782 3.637 0.597 -0.158
C -4.765 4.609 -0.596 -0.177
C -3.430 4.517 -1.328 -0.176
C -3.283 3.131 -1.951 -0.179
N -3.496 0.229 -2.830 -0.195
C -4.593 0.723 -3.679 -0.210
C -4.041 1.264 -4.996 -0.161
C -2.886 0.383 -5.509 -0.176
C -2.965 -1.011 -4.898 -0.179
C -2.764 -0.932 -3.387 -0.199
N -4.291 -0.543 -0.380 -0.192
C -4.065 -0.966 1.009 -0.190
C -5.179 -0.508 1.943 -0.180
C -6.550 -0.925 1.416 -0.191
C -6.735 -0.441 -0.019 -0.171
C -5.603 -0.968 -0.889 -0.177
H -2.745 2.879 0.662 0.110
H -3.962 1.684 1.047 0.080
H -4.552 4.162 1.527 0.116
H -5.774 3.197 0.716 0.106
H -4.957 5.629 -0.264 0.113
H -5.565 4.353 -1.296 0.114
H -2.606 4.728 -0.643 0.116
H -3.363 5.254 -2.128 0.121
H -2.250 2.944 -2.259 0.122
H -3.910 3.094 -2.840 0.089
H -5.162 1.473 -3.131 0.110
H -5.284 -0.100 -3.882 0.113
H -3.695 2.290 -4.870 0.099
H -4.858 1.293 -5.720 0.119
H -1.927 0.832 -5.238 0.115
H -2.906 0.326 -6.596 0.113
H -2.197 -1.667 -5.307 0.120
H -3.925 -1.474 -5.137 0.117
H -1.703 -0.787 -3.177 0.076
H -3.083 -1.862 -2.903 0.119
H -3.085 -0.620 1.335 0.082
H -4.030 -2.062 1.009 0.131
H -5.160 0.580 2.056 0.096
H -4.999 -0.931 2.934 0.120
H -7.338 -0.535 2.062 0.115
H -6.636 -2.016 1.439 0.119
H -6.737 0.653 -0.053 0.112
H -7.689 -0.781 -0.425 0.119
H -5.714 -0.657 -1.925 0.091
H -5.616 -2.064 -0.879 0.132
```

Properties
- LUMO level (spin up / spin down) (eV) = -3.7 / -3.6
- HOMO-LUMO gap (spin up / spin down) (eV) = 7.02 / 7.46
- HOMO (spin up / spin down) (hartree) = -0.395 / -0.407
- net charge = +1
- multiplicity = 2

#two
Density functional theory data (wB97M-V/def2-TZVPD) for a structure of composition C23H33Cl5N4O3PTc.

Geometry as XYZ:
```
70
Properties=species:S:1:pos:R:3:lowdin_charge:R:1
Tc -0.029 -0.988 -2.294 1.274
Cl -2.316 0.678 -8.815 0.719
C -1.407 0.322 -7.406 -0.701
C -2.049 -0.176 -6.278 -0.706
Cl -3.740 -0.450 -6.258 0.729
C -1.290 -0.450 -5.152 -0.543
Cl -2.052 -1.101 -3.709 0.755
C 0.090 -0.257 -5.096 -0.437
O 0.786 -0.549 -3.998 -0.299
C 0.721 0.245 -6.239 -0.616
Cl 2.413 0.491 -6.186 0.760
C -0.021 0.529 -7.381 -0.686
Cl 0.765 1.143 -8.771 0.730
C 2.819 -3.975 -1.079 0.017
O 1.492 -3.655 -1.600 -0.016
C 1.216 -2.409 -1.732 -0.544
O 1.912 -1.424 -1.446 -0.039
H 2.891 -5.055 -1.128 0.103
H 2.890 -3.624 -0.052 0.095
H 3.572 -3.500 -1.701 0.106
N -0.703 -0.416 -0.759 -0.335
P -0.447 0.098 0.766 0.642
N 1.094 0.522 1.148 -0.188
C 2.063 -0.424 1.713 -0.196
C 2.917 0.297 2.755 -0.159
C 3.244 1.731 2.302 -0.179
C 3.161 1.834 0.783 -0.170
C 1.726 1.589 0.322 -0.178
N -1.314 1.472 0.960 -0.199
C -1.034 2.493 1.980 -0.205
C -1.176 3.892 1.377 -0.165
C -2.305 3.934 0.334 -0.181
C -3.335 2.854 0.637 -0.180
C -2.708 1.473 0.460 -0.192
N -0.944 -1.117 1.740 -0.203
C -1.234 -2.495 1.331 -0.192
C -0.533 -3.485 2.250 -0.181
C -0.901 -3.228 3.709 -0.191
C -0.615 -1.782 4.100 -0.175
C -1.295 -0.816 3.138 -0.177
H 2.685 -0.832 0.914 0.104
H 1.526 -1.256 2.166 0.087
H 3.834 -0.278 2.908 0.117
H 2.391 0.315 3.712 0.107
H 4.231 2.026 2.655 0.113
H 2.534 2.434 2.745 0.108
H 3.837 1.112 0.320 0.117
H 3.471 2.818 0.432 0.120
H 1.703 1.318 -0.738 0.103
H 1.142 2.502 0.444 0.095
H -0.032 2.335 2.374 0.099
H -1.731 2.368 2.814 0.118
H -0.234 4.202 0.920 0.100
H -1.374 4.594 2.189 0.117
H -1.895 3.763 -0.665 0.114
H -2.771 4.918 0.316 0.113
H -4.197 2.926 -0.027 0.118
H -3.716 2.976 1.654 0.116
H -2.683 1.214 -0.598 0.097
H -3.302 0.710 0.977 0.117
H -0.929 -2.627 0.295 0.079
H -2.319 -2.652 1.376 0.130
H 0.552 -3.405 2.109 0.106
H -0.821 -4.497 1.958 0.118
H -0.365 -3.911 4.368 0.116
H -1.968 -3.434 3.845 0.120
H 0.463 -1.601 4.089 0.103
H -0.958 -1.580 5.115 0.120
H -1.016 0.213 3.366 0.103
H -2.384 -0.893 3.243 0.130
```

Properties
- LUMO level (spin up / spin down) (eV) = -3.7 / -3.7
- HOMO-LUMO gap (spin up / spin down) (eV) = 7.26 / 7.45
- HOMO (spin up / spin down) (hartree) = -0.404 / -0.410
- net charge = +1
- multiplicity = 2

Winner for stability: #two